No. 1
Here is a cluster of 6 separate species, C29H36IN2O19 in total in a non-equilibrium geometry from the OMol25 dataset. Energies are from ωB97M-V/def2-TZVPD.

Energy, Eh: -2962.62787
Kohn-Sham gap, eV: 6.24
Multiplicity: 1
Molecular weight, g/mol: 843.5
Total charge: +1

Each line ends with the Löwdin charge.
Positions of all 87 atoms, in Å:
C (6.866, 0.301, 2.854)  0.1043
C (6.119, 1.186, 2.018)  -0.1060
C (5.383, 1.861, 0.694)  -0.1645
C (3.744, 1.777, 0.726)  -0.0883
N (3.000, 3.114, 0.528)  0.0632
C (1.494, 3.261, 0.500)  0.0979
C (0.485, 1.984, 0.695)  -0.0372
O (-1.009, 2.098, 0.675)  -0.1050
N (-1.401, 2.404, -0.601)  0.0473
O (-1.030, 1.476, -1.339)  0.0450
C (1.175, 0.479, 0.929)  0.0531
C (0.204, -0.839, 1.148)  -0.2414
O (0.419, -1.928, 0.400)  -0.0123
O (-0.936, -0.843, 2.122)  0.0017
C (2.841, 0.419, 0.918)  -0.4288
I (3.812, -1.554, 1.174)  1.0061
H (7.450, -0.559, 3.441)  0.0848
H (5.812, 1.448, -0.334)  0.1502
H (5.688, 3.014, 0.727)  0.1242
H (3.568, 3.996, 0.388)  0.1642
H (1.029, 4.339, 0.321)  0.1606
H (-1.693, -1.396, 1.756)  0.1449
C (-2.285, -1.256, -2.811)  -0.0205
C (-3.459, -0.845, -3.678)  -0.3431
C (-4.756, -1.463, -3.252)  -0.1138
O (-5.479, -1.543, -4.467)  0.0712
C (-4.550, -1.634, -5.463)  -0.5157
O (-4.803, -1.945, -6.615)  0.1354
O (-3.300, -1.335, -5.000)  0.0844
H (-1.978, -2.287, -3.023)  0.0809
H (-1.417, -0.623, -3.030)  0.0793
H (-2.517, -1.162, -1.748)  0.0832
H (-3.535, 0.250, -3.724)  0.1581
H (-5.291, -0.845, -2.525)  0.1445
H (-4.646, -2.474, -2.846)  0.1439
C (-0.083, -5.936, -3.751)  -0.0149
C (0.459, -4.692, -3.075)  -0.3534
C (1.147, -3.755, -4.020)  -0.1131
O (2.104, -3.120, -3.191)  0.0628
C (2.393, -4.003, -2.191)  -0.5070
O (3.336, -3.891, -1.425)  0.0749
O (1.492, -5.029, -2.163)  0.0916
H (0.724, -6.630, -4.009)  0.0986
H (-0.750, -6.475, -3.067)  0.0885
H (-0.647, -5.690, -4.654)  0.0926
H (-0.338, -4.182, -2.518)  0.1481
H (0.460, -3.020, -4.449)  0.1394
H (1.676, -4.265, -4.834)  0.1469
C (-4.327, 1.639, -7.446)  -0.0038
C (-4.577, 2.774, -6.472)  -0.3474
C (-4.417, 4.131, -7.088)  -0.1126
O (-4.007, 4.926, -5.990)  0.0699
C (-3.374, 4.087, -5.121)  -0.5088
O (-2.694, 4.456, -4.178)  0.1190
O (-3.596, 2.779, -5.448)  0.0720
H (-3.257, 1.528, -7.657)  0.1019
H (-4.658, 0.690, -7.011)  0.0682
H (-4.863, 1.790, -8.386)  0.0975
H (-5.564, 2.663, -6.003)  0.1632
H (-5.353, 4.508, -7.510)  0.1469
H (-3.638, 4.173, -7.857)  0.1453
C (4.654, -1.813, 8.558)  -0.0167
C (5.859, -1.735, 7.641)  -0.3450
C (6.056, -0.380, 7.033)  -0.1079
O (6.690, -0.679, 5.802)  0.0307
C (6.288, -1.936, 5.457)  -0.5065
O (6.450, -2.433, 4.354)  0.0997
O (5.676, -2.564, 6.505)  0.0956
H (3.720, -1.825, 7.984)  0.0959
H (4.678, -2.746, 9.132)  0.0902
H (4.630, -0.979, 9.263)  0.0934
H (6.762, -2.071, 8.169)  0.1648
H (6.692, 0.262, 7.648)  0.1479
H (5.117, 0.145, 6.822)  0.1455
C (-2.911, 0.891, 4.074)  -0.0293
C (-3.162, 2.026, 5.047)  -0.3464
C (-3.002, 3.383, 4.432)  -0.1180
O (-2.592, 4.178, 5.530)  0.0686
C (-1.958, 3.338, 6.399)  -0.5047
O (-1.279, 3.708, 7.342)  0.1393
O (-2.181, 2.030, 6.072)  0.0875
H (-1.842, 0.780, 3.862)  0.0739
H (-3.243, -0.058, 4.509)  0.0905
H (-3.448, 1.042, 3.133)  0.0889
H (-4.148, 1.915, 5.517)  0.1644
H (-3.938, 3.760, 4.010)  0.1456
H (-2.223, 3.425, 3.663)  0.1342

No. 2
Here is the molecule C29H36N6O2 in a non-equilibrium geometry from the OMol25 dataset. Energies are from ωB97M-V/def2-TZVPD.

Energy, Eh: -1605.77970
Kohn-Sham gap, eV: 8.95
Multiplicity: 1
Molecular weight, g/mol: 500.6

Each line ends with the Löwdin charge.
Positions of all 73 atoms, in Å:
C (-0.593, 4.819, 2.170)  -0.0648
C (-0.978, 3.497, 2.825)  -0.3859
C (0.000, 3.116, 3.936)  -0.1509
C (-0.361, 1.758, 4.530)  -0.1848
N (-0.335, 0.733, 3.498)  -0.2053
C (-0.490, -0.616, 4.033)  -0.1862
C (0.182, -1.670, 3.148)  -0.1492
C (1.695, -1.484, 3.091)  -0.1632
N (2.025, -0.226, 2.460)  0.0860
C (3.139, -0.052, 1.736)  -0.5253
O (3.945, -0.940, 1.524)  0.0380
C (3.326, 1.347, 1.159)  -0.0746
C (3.230, 1.336, -0.378)  -0.1016
C (1.819, 1.371, -0.839)  -0.2861
N (1.267, 2.483, -1.219)  0.0781
N (-0.039, 2.283, -1.469)  0.0933
C (-0.282, 1.029, -1.217)  -0.3292
N (-1.496, 0.422, -1.246)  0.0513
C (-2.589, 1.120, -1.897)  -0.1079
C (-2.394, 1.067, -3.424)  -0.1078
C (-2.024, -0.337, -3.815)  -0.2394
C (-2.995, -1.325, -3.919)  -0.0413
C (-2.637, -2.642, -4.143)  -0.0758
C (-1.302, -2.990, -4.259)  -0.0902
C (-0.327, -2.012, -4.172)  -0.0802
C (-0.688, -0.694, -3.955)  -0.0487
C (-1.666, -0.882, -0.832)  -0.3898
O (-2.772, -1.372, -0.719)  0.0883
C (-0.418, -1.622, -0.586)  -0.0788
C (-0.509, -2.999, -0.388)  -0.0077
C (0.628, -3.767, -0.268)  -0.0611
C (1.874, -3.165, -0.378)  -0.0489
C (1.988, -1.802, -0.574)  -0.0010
C (0.845, -1.013, -0.646)  -0.1188
N (0.865, 0.364, -0.828)  0.1591
C (-1.322, 1.034, 2.471)  -0.1674
C (-0.999, 2.364, 1.801)  -0.1515
H (-0.563, 5.618, 2.908)  0.0759
H (0.385, 4.741, 1.702)  0.0801
H (-1.314, 5.085, 1.401)  0.0787
H (-1.979, 3.595, 3.261)  0.1427
H (-0.011, 3.868, 4.726)  0.1181
H (1.012, 3.071, 3.527)  0.1144
H (0.369, 1.490, 5.299)  0.1213
H (-1.354, 1.818, 5.008)  0.1296
H (-0.018, -0.646, 5.019)  0.1187
H (-1.554, -0.870, 4.165)  0.1251
H (-0.227, -1.633, 2.138)  0.0887
H (-0.037, -2.656, 3.559)  0.1178
H (2.168, -2.284, 2.513)  0.1133
H (2.109, -1.510, 4.108)  0.1266
H (1.358, 0.516, 2.675)  0.1043
H (4.330, 1.674, 1.434)  0.1241
H (2.601, 2.049, 1.572)  0.1044
H (3.687, 2.246, -0.769)  0.1211
H (3.780, 0.479, -0.769)  0.1081
H (-2.603, 2.154, -1.549)  0.1200
H (-3.503, 0.600, -1.604)  0.1260
H (-3.320, 1.380, -3.907)  0.1198
H (-1.598, 1.759, -3.699)  0.1092
H (-4.036, -1.061, -3.809)  0.1187
H (-3.401, -3.401, -4.215)  0.1034
H (-1.021, -4.021, -4.418)  0.1006
H (0.717, -2.276, -4.265)  0.1047
H (0.076, 0.070, -3.889)  0.1163
H (-1.497, -3.433, -0.347)  0.1245
H (0.551, -4.831, -0.109)  0.1063
H (2.772, -3.758, -0.312)  0.1162
H (2.967, -1.368, -0.660)  0.0971
H (-1.314, 0.231, 1.731)  0.1061
H (-2.337, 1.078, 2.905)  0.1340
H (-1.736, 2.569, 1.024)  0.1143
H (-0.018, 2.305, 1.324)  0.0989

No. 3
Here is a cluster of 5 separate species, C29H37B2N2O5 in total in a non-equilibrium geometry from the OMol25 dataset. Energies are from ωB97M-V/def2-TZVPD.

Energy, Eh: -1662.65072
Kohn-Sham gap, eV: 6.17
Multiplicity: 1
Molecular weight, g/mol: 515.2
Total charge: -1

Each line ends with the Löwdin charge.
Positions of all 75 atoms, in Å:
C (3.751, 1.032, -1.672)  -0.1403
C (2.455, 0.013, -1.559)  -0.1577
B (2.843, -1.568, -1.781)  -0.4373
O (2.842, -2.055, -3.206)  -0.0059
N (3.229, -2.573, -0.715)  -0.1451
N (2.152, -3.288, -0.220)  0.0584
C (4.112, -1.996, 0.363)  -0.1110
B (5.272, -3.131, 0.710)  -0.3785
O (5.850, -3.136, 2.076)  0.0531
O (5.710, -4.069, -0.383)  -0.1039
C (6.768, -3.266, -1.080)  -0.0893
C (3.344, -1.497, 1.719)  -0.4077
O (2.711, -2.258, 2.614)  -0.1344
O (3.404, -0.028, 2.020)  -0.3123
H (4.693, 0.358, -1.929)  0.0693
H (3.954, 1.479, -0.584)  0.0910
H (3.620, 1.882, -2.471)  0.0714
H (1.729, 0.325, -2.453)  0.1041
H (1.944, 0.196, -0.508)  0.1159
H (2.534, -3.015, -3.167)  0.1025
H (1.233, -2.838, -0.432)  0.0807
H (2.180, -4.230, -0.715)  0.1136
H (4.692, -1.062, -0.084)  0.1429
H (6.250, -2.223, 2.250)  0.1042
H (7.254, -3.833, -1.983)  0.1061
H (6.276, -2.239, -1.389)  0.0982
H (7.567, -3.024, -0.238)  0.1063
C (7.173, -0.122, 4.097)  -0.0814
C (7.653, -0.453, 5.364)  -0.0877
C (8.973, -0.165, 5.708)  -0.1074
C (9.812, 0.465, 4.788)  -0.1129
C (9.331, 0.800, 3.522)  -0.1073
C (8.013, 0.503, 3.175)  -0.0900
H (6.145, -0.350, 3.828)  0.1062
H (6.997, -0.938, 6.083)  0.1035
H (9.348, -0.429, 6.693)  0.0936
H (10.839, 0.694, 5.058)  0.0921
H (9.984, 1.292, 2.806)  0.0943
H (7.641, 0.759, 2.187)  0.1035
C (-1.471, -1.545, -4.081)  -0.0890
C (-2.827, -1.367, -3.810)  -0.1067
C (-3.258, -1.173, -2.498)  -0.1052
C (-2.330, -1.146, -1.457)  -0.0828
C (-0.973, -1.320, -1.728)  -0.0773
C (-0.544, -1.524, -3.039)  -0.0799
H (-1.136, -1.700, -5.103)  0.0997
H (-3.550, -1.381, -4.622)  0.0911
H (-4.316, -1.041, -2.287)  0.0794
H (-2.665, -0.989, -0.435)  0.1037
H (-0.250, -1.297, -0.916)  0.0938
H (0.513, -1.665, -3.249)  0.0753
C (-6.762, 0.277, -3.479)  -0.0915
C (-6.789, 1.111, -2.362)  -0.0886
C (-7.995, 1.664, -1.932)  -0.0923
C (-9.177, 1.373, -2.614)  -0.0977
C (-9.151, 0.535, -3.729)  -0.1017
C (-7.943, -0.010, -4.164)  -0.0945
H (-5.822, -0.151, -3.816)  0.0824
H (-5.869, 1.332, -1.827)  0.1009
H (-8.015, 2.319, -1.066)  0.0840
H (-10.118, 1.800, -2.276)  0.0984
H (-10.072, 0.308, -4.259)  0.0976
H (-7.922, -0.658, -5.036)  0.0993
C (-8.357, 3.086, 2.119)  -0.1008
C (-7.034, 3.296, 1.731)  -0.0996
C (-6.331, 4.399, 2.217)  -0.0905
C (-6.949, 5.286, 3.098)  -0.0971
C (-8.271, 5.074, 3.488)  -0.1017
C (-8.977, 3.976, 2.995)  -0.1008
H (-8.905, 2.228, 1.737)  0.0985
H (-6.550, 2.601, 1.050)  0.0944
H (-5.302, 4.566, 1.909)  0.1032
H (-6.400, 6.143, 3.480)  0.0997
H (-8.752, 5.765, 4.176)  0.0979
H (-10.008, 3.814, 3.295)  0.0975